69
Properties=species:S:1:pos:R:3 method="wB97M-V/def2-TZVPD" e_above_lowest_kcal_mol=8.0 homo_lumo_gap_ev=8.54 charge=+2 energy_ha=-4598.2482 e_lumo_ev=-5.7
In -0.087 -0.077 -0.315
O 0.976 1.944 -0.645
C 1.026 1.960 0.615
O 1.137 0.867 1.261
C 0.440 3.147 1.292
C 1.057 4.108 2.065
C 0.279 5.108 2.639
C -1.097 5.122 2.469
C -1.723 4.137 1.718
C -0.956 3.149 1.108
P -1.785 1.861 0.121
C -3.301 1.469 1.014
C -3.159 1.018 2.331
C -4.280 0.702 3.077
C -5.546 0.830 2.513
C -5.689 1.279 1.210
C -4.567 1.603 0.455
C -2.190 2.501 -1.509
C -1.938 3.825 -1.849
C -2.250 4.276 -3.125
C -2.812 3.412 -4.052
C -3.056 2.085 -3.717
C -2.739 1.626 -2.450
H 2.127 4.086 2.215
H 0.754 5.875 3.235
H -1.689 5.901 2.930
H -2.801 4.141 1.610
H -2.173 0.941 2.780
H -4.173 0.369 4.101
H -6.423 0.591 3.100
H -6.674 1.392 0.779
H -4.687 1.975 -0.555
H -1.495 4.501 -1.129
H -2.056 5.307 -3.391
H -3.062 3.772 -5.041
H -3.497 1.414 -4.442
H -2.933 0.590 -2.190
C 2.625 0.017 -3.940
N 1.686 -1.085 -4.134
C 1.560 -1.545 -5.521
C 0.731 -1.335 -3.217
N 0.412 -0.409 -2.308
N 0.100 -2.517 -3.235
C 0.739 -3.743 -3.719
C -1.158 -2.708 -2.531
H 3.519 -0.194 -4.522
H 2.911 0.097 -2.894
H 2.214 0.971 -4.285
H 1.495 -0.673 -6.173
H 0.659 -2.135 -5.649
H 2.427 -2.137 -5.815
H 0.769 0.504 -2.570
H 1.784 -3.561 -3.947
H 0.234 -4.126 -4.605
H 0.682 -4.498 -2.933
H -1.002 -3.026 -1.496
H -1.724 -3.485 -3.040
H -1.747 -1.792 -2.554
Br -3.820 -3.341 2.691
C -2.052 -3.122 2.128
C -1.058 -4.016 2.500
C 0.239 -3.798 2.057
C 0.504 -2.705 1.260
N -0.465 -1.848 0.897
C -1.724 -2.046 1.325
H -1.295 -4.865 3.128
H 1.040 -4.466 2.338
H 1.507 -2.487 0.917
H -2.479 -1.329 1.026

69
Properties=species:S:1:pos:R:3 method="wB97M-V/def2-TZVPD" e_above_lowest_kcal_mol=38.7 homo_lumo_gap_ev=5.80 charge=-2 energy_ha=-5273.0371 e_lumo_ev=4.3
Ca -0.647 2.729 0.042
C -0.645 3.369 -3.015
N -0.279 2.244 -2.168
C -1.174 1.119 -2.440
C 1.082 1.779 -2.319
C 1.629 1.589 -3.574
C 2.845 0.946 -3.737
C 3.444 0.374 -2.626
C 2.914 0.557 -1.369
C 1.780 1.370 -1.147
N 1.269 1.753 0.047
C 1.849 1.563 1.257
C 3.223 1.345 1.511
C 3.703 1.087 2.776
C 2.850 1.079 3.866
C 1.523 1.427 3.667
C 1.022 1.687 2.406
N -0.350 2.107 2.234
C -0.675 3.261 3.063
C -1.273 1.014 2.515
H -0.736 3.095 -4.079
H 0.096 4.166 -2.916
H -1.616 3.749 -2.682
H -1.097 0.792 -3.488
H -2.207 1.414 -2.239
H -0.911 0.280 -1.795
H 1.101 1.938 -4.454
H 3.280 0.829 -4.719
H 4.334 -0.232 -2.751
H 3.338 0.011 -0.542
H 3.933 1.423 0.702
H 4.757 0.881 2.917
H 3.215 0.842 4.855
H 0.870 1.496 4.528
H -0.730 3.018 4.135
H -1.645 3.654 2.750
H 0.081 4.037 2.918
H -1.242 0.712 3.574
H -1.013 0.155 1.896
H -2.291 1.329 2.274
S -3.298 3.226 0.038
C -2.895 4.890 -0.036
S -1.252 5.386 0.016
C -3.909 5.846 -0.139
C -3.664 7.219 -0.181
N -3.536 8.366 -0.212
C -5.260 5.507 -0.217
N -6.393 5.296 -0.290
C -0.385 -8.246 -0.134
C -0.296 -6.744 -0.083
C 0.920 -6.079 -0.026
C 0.992 -4.696 0.017
C 2.320 -4.008 0.081
C -0.188 -3.938 0.002
Se -0.077 -2.044 0.057
C -1.423 -4.594 -0.053
C -2.735 -3.867 -0.074
C -1.451 -5.979 -0.094
H 0.606 -8.696 -0.118
H -0.896 -8.569 -1.044
H -0.952 -8.627 0.717
H 1.841 -6.654 -0.014
H 3.146 -4.720 0.071
H 2.376 -3.400 0.984
H 2.420 -3.323 -0.761
H -2.580 -2.797 0.022
H -3.369 -4.209 0.745
H -3.258 -4.062 -1.012
H -2.415 -6.475 -0.138